1.
22
Properties=species:S:1:pos:R:3 method="wB97M-V/def2-TZVPD" gap_ev=8.8082 charge=+1 e_tot_ev=-11348.2897
C 0.58 1.42 0.38
H -1.84 1.15 -1.72
C -1.93 -0.66 1.05
H 3.23 1.15 0.07
H 0.73 -0.69 -1.46
C 0.49 -0.74 -0.34
N 0.86 -1.84 0.36
H -2.27 -0.48 -1.77
H -2.62 -1.46 0.84
H 1.00 2.28 0.82
H 3.13 -0.47 -0.68
C -1.27 0.06 -0.14
H 0.93 -1.71 1.44
C 2.63 0.49 -0.50
H 0.32 -2.68 0.07
H 2.46 1.03 -1.42
N 1.27 0.36 0.06
H -1.27 -1.00 1.70
N -1.94 0.30 -1.28
H -2.58 -0.01 1.60
H -1.20 2.17 0.61
N -0.72 1.33 0.32



2.
23
Properties=species:S:1:pos:R:3 method="wB97M-V/def2-TZVPD" gap_ev=8.3862 charge=0 e_tot_ev=-12840.9169
H -2.30 1.74 -0.60
H 2.49 -0.09 -1.85
H -3.06 -1.65 0.89
H 1.37 -1.01 -1.03
N 1.57 1.56 -0.03
C -1.63 -0.22 0.01
H -2.79 -1.86 -1.00
N 2.34 0.36 0.08
N -1.37 -2.27 -1.03
H 2.21 2.33 -0.14
H -3.85 -0.34 0.06
C 2.63 -0.11 1.32
H -1.28 0.10 1.00
N 2.29 -0.56 -0.97
H -1.93 0.64 -1.96
N 2.33 0.56 2.36
H 2.68 0.14 3.21
H -0.61 1.37 -1.06
C -2.97 -0.98 0.05
H 1.13 1.70 0.88
C -0.79 -1.31 -0.50
H 3.15 -1.07 1.27
C -1.62 0.96 -0.96



3.
23
Properties=species:S:1:pos:R:3 method="wB97M-V/def2-TZVPD" gap_ev="5.6304 / 4.3393" s2=2.008 charge=+2 multiplicity=3 e_tot_ev=-12821.6916
N -0.03 1.55 0.22
H 0.61 -2.42 1.62
H 3.20 1.76 -0.35
H -0.07 -3.39 0.11
H -0.61 -0.07 -2.13
C -1.45 -0.05 -1.34
H -1.94 1.22 1.70
H 2.44 -0.51 -0.09
C -1.09 0.66 -0.06
H -2.41 -0.36 -1.71
C 0.54 -1.36 -0.27
C 1.25 1.07 0.03
H 2.17 2.96 0.17
H -2.68 1.88 0.61
N 2.26 1.89 0.12
C 0.64 -2.63 0.56
N -1.04 -0.79 -0.09
H -0.16 2.59 0.14
H 0.63 -1.81 -1.26
H 1.48 -3.21 0.34
N -2.23 1.03 0.78
N 1.47 -0.25 -0.03
H -2.97 0.22 0.90



4.
24
Properties=species:S:1:pos:R:3 method="wB97M-V/def2-TZVPD" gap_ev=8.1388 charge=+2 e_tot_ev=-23659.5960
H -2.39 -1.75 -1.45
N 3.25 0.53 -0.10
H -0.26 -3.76 0.86
H -2.42 2.37 -0.27
S 5.41 -1.10 0.22
H 0.95 2.19 -1.09
H -0.91 3.08 -0.80
C -0.76 1.63 0.75
C -2.18 -2.12 -0.50
C 4.34 -0.06 -0.11
H -2.99 -1.64 0.06
N 1.41 1.72 -0.31
N 0.57 1.05 0.50
N -0.85 -1.89 -0.08
H 0.85 -2.34 0.94
C -0.07 -2.75 0.59
H -0.69 2.40 1.57
C -1.37 2.15 -0.53
H -2.55 -3.10 -0.41
H -1.38 0.78 1.03
H 0.95 0.87 1.42
H -1.25 1.33 -1.28
H -0.27 -1.07 -0.42
N 2.60 1.47 -0.59